No. 1
{
  "formula": "C23H31BF4GaN7O4S",
  "method": "ωB97M-V/def2-TZVPD",
  "symbols": ["Ga", "C", "C", "C", "C", "C", "C", "N", "N", "C", "C", "C", "C", "C", "N", "H", "H", "H", "H", "H", "H", "H", "H", "H", "F", "B", "F", "F", "F", "C", "C", "C", "C", "N", "H", "H", "H", "H", "H", "H", "H", "H", "H", "C", "C", "S", "O", "O", "C", "C", "N", "C", "N", "C", "C", "N", "O", "O", "C", "H", "H", "H", "H", "H", "H", "H", "H", "H", "H", "H", "H", "H"],
  "coordinates": [[0.64438, -0.94609, -0.90493], [5.61370, -2.20305, -3.19988], [4.76741, -1.10348, -3.13721], [3.61380, -1.15266, -2.37637], [3.29577, -2.30720, -1.66428], [4.14355, -3.41287, -1.72083], [5.29401, -3.35363, -2.48998], [2.12229, -2.31523, -0.88447], [1.89155, -3.42261, -0.20818], [0.73114, -3.38284, 0.46847], [0.33874, -4.50674, 1.23754], [-0.86795, -4.50343, 1.86258], [-1.72473, -3.38213, 1.73970], [-1.29092, -2.32182, 1.00846], [-0.07830, -2.28781, 0.40080], [6.51666, -2.16228, -3.79516], [5.00919, -0.19690, -3.67694], [2.96862, -0.28443, -2.33734], [3.89061, -4.30030, -1.16054], [5.95076, -4.21353, -2.53110], [1.02108, -5.34372, 1.28947], [-1.17810, -5.36079, 2.44683], [-2.69903, -3.35759, 2.20466], [-1.91162, -1.44492, 0.87936], [2.04650, 2.42895, 0.79359], [2.65267, 1.53522, -0.08240], [1.84058, 0.21817, 0.09667], [3.93129, 1.21597, 0.24795], [2.44705, 1.86910, -1.40522], [-1.13385, -1.31313, -4.72984], [-0.87587, -1.80633, -3.30544], [-2.19536, -1.83252, -2.51916], [-0.29713, -3.24025, -3.35367], [0.15772, -1.01792, -2.69892], [-1.87224, -1.93935, -5.23756], [-0.20377, -1.32616, -5.29856], [-1.51062, -0.28770, -4.71197], [-2.85157, -2.61520, -2.90630], [-2.73096, -0.88351, -2.60523], [-2.01684, -2.04009, -1.46311], [-0.96180, -3.87493, -3.94396], [-0.21204, -3.66286, -2.34926], [0.69344, -3.24030, -3.81101], [-1.30143, 4.79658, 6.17213], [-1.08626, 4.11028, 4.82307], [-1.93261, 5.01570, 3.55693], [-3.35372, 4.85869, 3.76126], [-1.33336, 6.31962, 3.46858], [-1.52140, 4.14043, 2.07515], [-2.35769, 2.87444, 1.91247], [-1.84397, 2.06323, 0.79755], [-0.91384, 1.09892, 0.92128], [-0.63717, 0.57311, -0.27266], [-1.40526, 1.22693, -1.20150], [-2.14327, 2.14751, -0.55057], [-3.07490, 3.07462, -1.13312], [-3.29688, 2.94300, -2.31493], [-3.56629, 3.92207, -0.40808], [-0.23408, 0.73317, 2.19408], [-0.80862, 4.22184, 6.95453], [-2.36259, 4.86378, 6.40911], [-0.88458, 5.80194, 6.16333], [-1.49751, 3.09897, 4.81831], [-0.03329, 4.08656, 4.53695], [-0.44792, 3.93821, 2.10134], [-1.73140, 4.84892, 1.27180], [-3.38878, 3.13234, 1.71802], [-2.33420, 2.24853, 2.79791], [-1.34742, 1.02885, -2.25838], [-0.84768, 0.95425, 3.06411], [0.70570, 1.28146, 2.26082], [0.01058, -0.32509, 2.19325]],
  "forces_ev_per_a": [[-0.1, -0.5, 0.4], [0.0, 0.0, 0.0], [0.0, 0.0, 0.0], [-0.1, 0.1, 0.0], [-0.2, 0.0, 0.2], [0.1, -0.1, -0.1], [0.0, 0.0, 0.0], [0.3, -0.2, -0.3], [0.0, 0.3, 0.0], [-0.1, 0.0, 0.1], [0.1, 0.0, 0.0], [-0.1, 0.0, 0.1], [0.0, -0.1, 0.1], [0.2, 0.1, 0.0], [-0.1, -0.2, 0.0], [0.0, 0.0, 0.0], [0.0, 0.0, 0.0], [0.0, 0.0, 0.0], [0.0, 0.0, 0.0], [0.0, 0.0, 0.0], [0.0, 0.0, 0.0], [0.0, 0.0, 0.0], [0.0, 0.0, 0.0], [0.0, 0.0, 0.0], [0.0, -0.2, -0.1], [-0.1, 0.2, -0.1], [0.4, 0.0, 0.2], [-0.1, 0.1, 0.0], [0.0, -0.1, 0.2], [0.0, 0.0, 0.0], [0.2, -0.3, 0.2], [-0.1, 0.0, 0.0], [0.0, 0.0, 0.0], [0.0, 0.6, -0.3], [0.0, 0.0, 0.0], [0.0, 0.0, 0.0], [0.0, 0.0, 0.0], [0.0, 0.0, 0.0], [0.0, 0.0, 0.0], [0.0, 0.0, 0.0], [0.0, 0.0, 0.0], [0.0, 0.0, 0.0], [0.0, 0.0, 0.0], [0.0, -0.1, -0.1], [0.0, 0.0, 0.3], [-0.2, 0.2, 0.1], [0.1, 0.1, 0.0], [-0.1, -0.1, 0.0], [0.0, -0.2, -0.2], [0.1, 0.1, -0.2], [-0.1, 0.1, 0.2], [0.2, 0.0, -0.1], [-0.6, 0.1, -0.4], [0.4, -0.2, 0.1], [-0.3, 0.3, 0.1], [0.1, 0.0, 0.1], [0.0, 0.0, -0.1], [0.0, 0.0, 0.0], [0.0, 0.0, -0.1], [0.0, 0.0, 0.0], [0.0, 0.0, 0.0], [0.0, 0.0, 0.0], [0.0, 0.0, 0.0], [0.0, 0.0, 0.0], [0.0, 0.0, -0.1], [0.0, 0.0, 0.0], [-0.1, 0.0, 0.0], [0.0, 0.0, 0.1], [0.0, -0.1, 0.0], [0.0, 0.0, 0.0], [0.0, 0.1, 0.0], [0.0, 0.0, 0.0]],
  "fmax_ha_per_bohr": 0.014,
  "homo_lumo_gap_ha": [0.2707, 0.2256],
  "lumo_ev": [-1.303, -1.063],
  "total_energy_ha": -4326.70796
}


No. 2
{
  "formula": "C10H16O2S2",
  "method": "ωB97M-V/def2-TZVPD",
  "symbols": ["C", "C", "C", "C", "C", "C", "C", "C", "C", "C", "O", "O", "S", "S", "H", "H", "H", "H", "H", "H", "H", "H", "H", "H", "H", "H", "H", "H", "H", "H"],
  "coordinates": [[2.54461, -0.23537, -0.51163], [0.73079, -0.82330, 0.95698], [1.71438, 0.93934, -1.05499], [2.14611, -0.30217, 0.97834], [-3.34103, 0.86677, -0.22798], [-2.16115, 1.84499, 0.07466], [-2.93757, -0.53842, -0.68593], [-0.39327, -0.12196, 0.81368], [3.06313, -1.18335, 1.81518], [0.48387, 0.81991, -1.48621], [-1.05929, -2.48514, -0.24231], [-0.26974, -0.26084, -1.80090], [-0.83201, 1.52718, 1.22403], [-1.77823, -1.42121, 0.50879], [3.59203, -0.17321, -0.70557], [2.42843, -1.19448, -0.93895], [0.55260, -1.89120, 0.99313], [2.16508, 2.02116, -0.87386], [2.13081, 0.63360, 1.46616], [-4.06571, 0.88126, 0.59348], [-3.83395, 1.18145, -1.04173], [-1.79744, 2.41891, -0.86909], [-2.79330, 2.69429, 0.55389], [-3.80528, -1.14799, -0.69610], [-2.40165, -0.51319, -1.62834], [3.54590, -1.92479, 1.24431], [3.84249, -0.53963, 2.15226], [2.60098, -1.62952, 2.64676], [-0.09479, 1.71151, -1.88474], [0.02317, -1.15458, -1.37333]],
  "forces_ev_per_a": [[-0.8, 1.9, 0.8], [-0.1, 0.7, 0.5], [2.7, 1.0, 0.5], [-0.5, -1.9, 0.1], [2.9, -1.6, 2.6], [-2.3, 3.3, -1.1], [1.7, 0.4, 1.4], [-1.3, -1.3, 0.6], [0.2, 1.2, -0.7], [-1.5, 1.7, -2.5], [-0.1, -0.2, -0.5], [0.9, -2.2, 0.5], [-0.1, -0.8, 0.0], [-0.6, 1.4, 0.5], [1.1, 1.0, 0.4], [-1.3, -1.2, -0.7], [0.6, -0.2, -0.4], [-1.1, -2.5, -0.5], [0.1, 1.5, 0.0], [0.4, -0.3, 0.1], [-1.9, 1.9, -2.9], [-0.3, -1.5, 1.3], [1.5, -1.0, -0.3], [-0.7, -0.8, -0.2], [-0.2, -0.1, -0.1], [0.4, -1.2, -0.8], [0.8, 0.4, 0.6], [-0.7, -0.5, 1.1], [1.0, -0.9, 0.8], [-0.5, 2.0, -0.9]],
  "fmax_ha_per_bohr": 0.082,
  "homo_lumo_gap_ha": 0.3226,
  "lumo_ev": 0.515,
  "total_energy_ha": -1337.34912
}


No. 3
{
  "formula": "C3H6N2S",
  "method": "ωB97M-V/def2-TZVPD",
  "symbols": ["C", "C", "N", "C", "N", "S", "H", "H", "H", "H", "H", "H"],
  "coordinates": [[1.14245, -1.15305, 0.44286], [1.15576, -0.15310, -0.46876], [0.23419, 1.03436, -0.38984], [-1.04440, 1.35380, 0.22502], [-2.17454, 0.64617, 0.17961], [-2.29196, -0.88472, -0.27151], [0.49877, -1.17875, 1.44079], [1.64045, -2.20817, 0.28456], [1.86820, -0.26584, -1.23510], [0.85890, 1.77107, -0.39512], [-1.07840, 2.44414, 0.56387], [-0.80943, -1.40589, -0.37638]],
  "forces_ev_per_a": [[-0.8, -1.8, 1.5], [-2.9, -0.5, 3.2], [0.1, -2.8, 0.2], [-1.4, -1.2, -1.0], [3.9, 3.8, 1.4], [2.5, -2.9, -1.0], [1.2, 0.5, -2.4], [-0.5, 2.6, 0.1], [0.3, 0.7, -1.3], [0.8, 2.3, 0.0], [-0.1, -1.8, -0.5], [-3.1, 1.1, 0.1]],
  "fmax_ha_per_bohr": 0.110,
  "homo_lumo_gap_ha": 0.3224,
  "lumo_ev": 0.826,
  "total_energy_ha": -625.48486,
  "smiles": "C=CN/C=N\\S"
}


No. 4
{
  "formula": "C4H6N2O",
  "method": "ωB97M-V/def2-TZVPD",
  "symbols": ["H", "N", "C", "C", "N", "C", "C", "O", "H", "H", "H", "H", "H"],
  "coordinates": [[0.48343, -3.11326, -0.68399], [0.54593, -2.15914, -0.33068], [-0.53570, -1.53143, -0.55752], [-0.70445, -0.12578, -0.11897], [-1.99581, 0.41187, -0.24525], [0.34427, 0.54065, 0.31880], [1.36339, 1.35110, 0.37128], [2.24153, 1.46385, 1.41321], [-1.42110, -1.97609, -1.03144], [-2.74192, -0.15374, 0.13729], [-2.05735, 1.36794, 0.08026], [1.41410, 2.08206, -0.43159], [3.06367, 1.84197, 1.07858]],
  "forces_ev_per_a": [[0.0, 0.1, 0.0], [-0.4, 0.0, -0.2], [0.2, -0.1, 0.0], [0.2, 0.1, 0.1], [-0.1, 0.0, 0.3], [-0.1, 0.1, 0.0], [-0.5, 0.0, -0.1], [0.0, 0.1, 0.0], [0.1, 0.0, 0.0], [0.0, 0.0, 0.0], [0.0, -0.2, 0.0], [0.7, -0.1, -0.2], [-0.2, 0.0, 0.1]],
  "fmax_ha_per_bohr": 0.014,
  "homo_lumo_gap_ha": 0.3296,
  "lumo_ev": 0.578,
  "total_energy_ha": -340.67649,
  "smiles": "[H]/N=C/C(N)=C=CO"
}


No. 5
{
  "formula": "C3H8N4O2",
  "method": "ωB97M-V/def2-TZVPD",
  "symbols": ["H", "N", "N", "C", "O", "O", "C", "C", "N", "N", "H", "H", "H", "H", "H", "H", "H"],
  "coordinates": [[2.40513, 0.27819, -1.03201], [1.60968, 0.49736, -1.66915], [0.51760, 0.43049, -1.15004], [0.36999, 0.06115, 0.27365], [1.55208, 0.26177, 0.99515], [-0.68587, 0.77976, 0.78469], [-1.29485, 1.81197, -0.17353], [0.08663, -1.47267, 0.24686], [-1.22733, -1.76115, 0.08411], [0.98027, -2.36117, 0.29827], [1.92644, -2.00985, 0.38144], [1.50875, 1.12775, 1.41063], [-1.85383, 1.29722, -0.95492], [-1.95488, 2.33000, 0.51491], [-0.57659, 2.52325, -0.58529], [-1.47718, -2.73144, 0.19028], [-1.88604, -1.06264, 0.38495]],
  "forces_ev_per_a": [[-0.3, 0.0, 0.4], [0.9, 0.0, -0.6], [-0.7, -0.1, -0.3], [0.7, -0.8, -0.2], [-0.2, -0.2, 0.0], [-0.6, 1.6, -1.3], [0.0, -0.9, 1.7], [0.4, 0.7, 0.3], [-0.4, 0.0, -0.1], [0.1, -0.5, -0.1], [-0.1, 0.3, 0.1], [-0.1, 0.1, 0.0], [0.2, 0.1, 0.1], [-0.2, 0.1, -0.1], [0.1, -0.4, 0.1], [0.0, 0.1, 0.0], [0.0, -0.1, 0.0]],
  "fmax_ha_per_bohr": 0.043,
  "homo_lumo_gap_ha": 0.3577,
  "lumo_ev": 0.588,
  "total_energy_ha": -488.54538,
  "smiles": "[H]/N=N\\[C@@](O)(OC)/C(N)=N\\[H]"
}


No. 6
{
  "formula": "C4H5NO2",
  "method": "ωB97M-V/def2-TZVPD",
  "symbols": ["C", "C", "O", "C", "N", "C", "O", "H", "H", "H", "H", "H"],
  "coordinates": [[0.16059, -1.63093, 0.92924], [-0.23075, -0.18161, 0.92749], [-0.31753, 0.34692, 2.19087], [-0.40320, 0.47495, -0.19850], [-0.71972, 0.98141, -1.28432], [0.20685, 1.45512, -2.23958], [1.12927, 0.80979, -2.66105], [0.62454, -1.91981, -0.01577], [0.88649, -1.77423, 1.73481], [-0.70225, -2.28061, 1.11089], [-0.56654, 1.27811, 2.15547], [-0.06776, 2.44089, -2.64955]],
  "forces_ev_per_a": [[0.0, 0.0, 0.0], [0.1, 0.0, -0.4], [-0.1, 0.3, 0.0], [0.0, 0.0, -0.2], [0.1, -0.3, 0.4], [0.3, -0.1, -0.1], [-0.3, 0.2, 0.2], [-0.1, 0.1, 0.1], [-0.1, -0.1, -0.1], [0.1, 0.1, 0.1], [0.0, -0.1, 0.0], [0.0, -0.1, 0.1]],
  "fmax_ha_per_bohr": 0.009,
  "homo_lumo_gap_ha": 0.3196,
  "lumo_ev": 0.205,
  "total_energy_ha": -360.58394,
  "smiles": "CC(O)=C=NC=O"
}


Which formula does entry 3 have? C3H6N2S


Number 5 is which compound? C3H8N4O2